[1]
C22H19N3O4 | ωB97M-V with the def2-TZVPD basis set

Each line ends with the natural charge from an NBO analysis.
Atoms and positions in Å:
C  -2.66  3.07  -5.01  -0.265
O  -2.08  2.21  -4.02  -0.493
C  -2.23  2.61  -2.73  0.763
O  -2.94  3.54  -2.38  -0.579
C  -1.58  1.81  -1.73  -0.274
C  -0.33  1.15  -2.04  0.288
N  0.68  0.60  -2.23  -0.319
C  -2.21  1.55  -0.52  0.020
C  -1.64  0.66  0.55  -0.295
C  -0.35  0.76  1.08  0.590
O  0.46  1.82  0.77  -0.484
C  1.82  1.70  0.89  0.379
C  2.51  2.77  1.45  -0.282
C  3.90  2.85  1.44  0.012
C  4.64  4.07  1.84  -0.630
C  4.61  1.73  1.00  -0.229
C  3.94  0.60  0.47  0.019
C  4.73  -0.63  0.00  -0.630
C  2.56  0.62  0.37  -0.286
N  0.08  -0.26  1.99  -0.541
C  -0.66  -1.27  2.30  0.442
C  -0.13  -2.32  3.20  -0.027
C  1.24  -2.11  3.76  -0.637
C  -0.89  -3.40  3.58  -0.158
C  -2.25  -3.55  3.03  -0.260
C  -2.69  -2.58  2.15  0.034
N  -1.96  -1.44  1.77  -0.403
C  -2.49  -0.44  0.97  0.646
O  -3.66  -0.48  0.61  -0.615
H  -3.70  2.78  -5.20  0.194
H  -2.06  2.98  -5.95  0.198
H  -2.59  4.13  -4.74  0.206
H  -3.24  1.90  -0.36  0.256
H  1.94  3.63  1.77  0.213
H  4.53  4.76  0.99  0.225
H  4.17  4.52  2.71  0.217
H  5.68  3.87  2.08  0.219
H  5.70  1.65  1.08  0.204
H  4.06  -1.50  -0.15  0.216
H  5.45  -0.88  0.79  0.215
H  5.22  -0.48  -0.95  0.223
H  2.01  -0.20  -0.08  0.231
H  1.27  -1.29  4.47  0.233
H  1.92  -1.82  2.94  0.242
H  1.65  -2.99  4.30  0.218
H  -0.52  -4.17  4.23  0.223
H  -2.86  -4.43  3.23  0.236
H  -3.65  -2.73  1.66  0.247

SMILES	COC(=O)/C(C#N)=C/c1c(Oc2cc(C)cc(C)c2)nc2c(C)cccn2c1=O
ΔE to the lowest compared entry with this formula, charge and spin	259.74	kJ/mol



[2]
C3H4N2 | ωB97M-V with the def2-TZVPD basis set

Each line ends with the natural charge from an NBO analysis.
Atoms and positions in Å:
N  0.78  -0.87  -0.78  -0.629
C  1.50  0.19  -0.47  0.115
C  0.23  0.95  0.02  -0.177
C  -0.72  -0.17  -0.23  -0.001
N  -0.47  0.26  1.07  -0.570
H  0.08  2.02  -0.05  0.211
H  -1.75  -0.30  -0.62  0.220
H  0.35  -1.75  -0.69  0.455
H  0.01  -0.33  1.75  0.376

ΔE to the lowest compared entry with this formula, charge and spin	611.87	kJ/mol



[3]
C25H16Cl3N3OS | ωB97M-V with the def2-TZVPD basis set

Each line ends with the natural charge from an NBO analysis.
Atoms and positions in Å:
O  4.52  -0.02  0.76  -0.698
C  3.19  -0.17  1.26  0.159
C  2.85  -1.65  1.08  -0.094
C  2.29  -2.49  2.07  -0.173
C  2.01  -3.83  1.72  -0.250
C  2.22  -4.25  0.43  0.029
N  2.70  -3.47  -0.53  -0.403
C  3.01  -2.17  -0.21  0.047
C  2.20  0.71  0.52  -0.020
C  2.61  1.97  0.02  -0.184
C  1.70  2.79  -0.59  -0.181
C  0.32  2.49  -0.64  0.141
N  -0.52  3.38  -1.17  -0.411
C  -1.83  3.11  -1.23  0.222
Cl  -2.86  4.32  -1.94  0.025
C  -2.36  1.87  -0.73  -0.102
C  -3.87  1.52  -0.84  -0.446
C  -4.13  0.50  -1.93  -0.022
C  -4.72  -0.72  -1.61  -0.191
C  -4.98  -1.66  -2.63  -0.222
C  -4.62  -1.36  -3.97  -0.028
Cl  -4.97  -2.50  -5.28  -0.011
C  -3.98  -0.15  -4.25  -0.220
C  -3.76  0.79  -3.23  -0.207
C  -1.48  0.97  -0.18  0.029
Cl  -2.10  -0.52  0.46  0.037
C  -0.10  1.27  -0.12  -0.059
C  0.82  0.39  0.47  -0.197
C  3.23  0.17  2.75  -0.207
C  2.33  1.06  3.33  -0.066
N  2.56  1.37  4.66  -0.417
C  3.62  0.78  5.17  -0.097
S  4.41  -0.31  3.99  0.337
H  5.08  -0.60  1.29  0.477
H  2.08  -2.15  3.05  0.226
H  1.57  -4.48  2.45  0.220
H  1.90  -5.24  0.13  0.197
H  3.35  -1.47  -0.97  0.212
H  3.66  2.27  0.11  0.242
H  2.07  3.69  -1.00  0.230
H  -4.17  1.12  0.16  0.232
H  -4.49  2.41  -0.95  0.245
H  -5.06  -0.91  -0.60  0.220
H  -5.48  -2.60  -2.38  0.230
H  -3.69  0.10  -5.29  0.231
H  -3.22  1.71  -3.50  0.226
H  0.50  -0.57  0.90  0.241
H  1.55  1.58  2.82  0.227
H  4.02  0.94  6.15  0.225

SMILES	O[C@](c1cccnc1)(c1ccc2nc(Cl)c(Cc3ccc(Cl)cc3)c(Cl)c2c1)c1cncs1



[4]
C12H17Br6NO2 | ωB97M-V with the def2-TZVPD basis set

Each line ends with the natural charge from an NBO analysis.
Atoms and positions in Å:
O  0.16  -0.47  -7.50  -0.370
N  0.55  -1.56  -7.13  0.522
O  -0.23  -2.43  -6.75  -0.372
C  1.99  -1.68  -6.88  0.027
C  2.48  -2.83  -6.32  -0.195
C  3.80  -2.82  -5.87  -0.203
C  4.73  -1.82  -6.12  -0.185
C  4.22  -0.66  -6.71  -0.198
C  2.86  -0.61  -7.15  -0.187
H  1.83  -3.64  -6.05  0.250
H  4.23  -3.67  -5.36  0.216
H  5.77  -1.90  -5.84  0.224
H  4.87  0.21  -6.77  0.222
H  2.49  0.33  -7.52  0.248
Br  -1.13  5.86  9.27  -0.049
C  -2.65  5.09  8.18  -0.419
C  -2.81  5.73  6.83  -0.444
Br  -4.12  4.61  5.87  -0.003
H  -3.53  4.96  8.81  0.232
H  -2.37  4.04  8.08  0.224
H  -1.84  5.81  6.34  0.233
H  -3.21  6.74  6.91  0.226
Br  -4.75  -0.34  -0.67  -0.059
C  -2.93  0.64  -0.57  -0.399
C  -2.31  0.74  -1.90  -0.395
Br  -0.58  1.84  -1.68  -0.058
H  -2.24  0.08  0.07  0.225
H  -3.12  1.60  -0.10  0.230
H  -2.93  1.18  -2.67  0.229
H  -2.03  -0.23  -2.32  0.227
Br  0.42  -0.82  4.88  -0.001
C  1.00  -2.69  5.25  -0.442
C  -0.06  -3.76  5.00  -0.432
Br  -1.48  -3.17  6.22  -0.036
H  1.38  -2.79  6.27  0.228
H  1.82  -2.95  4.59  0.219
H  0.17  -4.78  5.33  0.236
H  -0.46  -3.83  3.99  0.228

SMILES	O=[N+]([O-])c1ccccc1.BrCCBr.BrCCBr.BrCCBr
ΔE to the lowest compared entry with this formula, charge and spin	126.68	kJ/mol



One value per record, in order, for calculated total energy: -1314.9495 -225.9921 -2980.5538 -16116.6338 hartree.